ORCA calculation (ωB97M-V/def2-TZVPD) on a 2-piece molecular cluster, C12H11FO overall at a distorted geometry.

## Properties
* SMILES: Fc1ccccc1.Oc1ccccc1
* E_tot: -638.96909 hartree
* relative energy (zero: lowest compared OMol25 entry of this formula, charge and spin): 0.0000 eV
* Kohn-Sham gap: 9.367 eV

Positions of all 25 atoms, in Å:
1 F 2.178296 -2.522019 0.751322
2 C 0.452197 0.675764 2.679329
3 C 1.828512 0.657445 2.451380
4 C -0.337870 -0.391995 2.252460
5 C 2.421438 -0.423250 1.798289
6 C 0.239859 -1.480047 1.597973
7 C 1.610980 -1.470999 1.385009
8 H -0.008524 1.529295 3.193944
9 H 2.454189 1.495561 2.785564
10 H -1.421425 -0.381866 2.429705
11 H 3.501619 -0.464213 1.605632
12 H -0.357471 -2.333636 1.251286
13 O -1.907788 2.378812 -0.658832
14 C -0.476424 -0.980311 -2.662099
15 C -1.830043 -0.845070 -2.349230
16 C 0.414933 0.027442 -2.297765
17 C -2.293067 0.284477 -1.678883
18 C -0.040458 1.162177 -1.626093
19 C -1.395368 1.289427 -1.317145
20 H -1.166686 3.003351 -0.466861
21 H -0.116268 -1.872750 -3.190710
22 H -2.541402 -1.632491 -2.631246
23 H 1.482499 -0.065119 -2.537192
24 H -3.354754 0.404899 -1.426036
25 H 0.663024 1.955118 -1.339798

Atoms 1-6, force components in eV/Å:
-0.07 0.14 0.08
-0.08 0.17 0.08
0.08 0.12 0.03
-0.16 -0.03 0.00
0.22 -0.02 -0.06
-0.12 -0.16 -0.07